Entry 1:
This record from the OMol25 dataset describes one molecule with the formula C6H10NO4PS2. The level of theory is ωB97M-V/def2-TZVPD.

Charge: 0
Structure (SMILES): C[C@@H](SP(O)(O)=S)n1c(O)ccc1O
Frontier orbital gap (hartree): 0.2891
Relative energy (zero: lowest compared OMol25 entry of this formula, charge and spin) (kcal per mole): 0.0
E_LUMO (Ha): 0.0068

Structure (XYZ):
```
24
C6H10NO4PS2, DFT ωB97M-V/def2-TZVPD
C -1.10 -1.56 1.81
C -0.28 -0.49 1.22
S 1.31 -1.78 0.49
P 2.39 -0.13 -0.25
O 3.65 -0.94 -0.93
O 1.72 0.30 -1.65
S 2.80 1.42 0.84
N -0.76 0.24 0.21
C -0.77 1.62 0.18
O -0.16 2.24 1.25
C -1.41 2.06 -0.97
C -1.57 0.86 -1.78
C -1.26 -0.23 -1.00
O -1.29 -1.54 -1.35
H -1.41 -2.29 1.01
H -0.51 -2.07 2.72
H -2.17 -1.13 2.18
H 0.32 -0.05 2.05
H 4.43 -1.17 -0.41
H 1.82 -0.28 -2.41
H -0.77 2.98 1.45
H -1.71 2.98 -1.33
H -1.87 0.98 -2.78
H -1.39 -2.03 -0.53
```



Entry 2:
This record from the OMol25 dataset describes C33H31N5O3SiSn as an isolated structure. The level of theory is ωB97M-V/def2-TZVPD.

Charge: +2
Frontier orbital gap (hartree): 0.2550
Relative energy (zero: lowest compared OMol25 entry of this formula, charge and spin) (kcal per mole): 0.0
E_LUMO (Ha): -0.2314

Structure (XYZ):
```
74
C33H31N5O3SiSn, DFT ωB97M-V/def2-TZVPD
Sn 0.78 -1.25 0.00
O 0.01 3.71 0.67
C -1.21 3.71 1.26
C -1.88 4.90 1.51
C -3.04 4.90 2.19
C -3.62 3.69 2.56
C -2.96 2.53 2.33
C -1.77 2.54 1.67
C -1.08 1.27 1.35
O -0.69 0.95 0.10
N -0.92 0.47 2.32
N -0.30 -0.69 2.03
C -0.08 -1.43 3.04
C 0.69 -2.67 2.95
C 0.68 -3.57 4.02
C 1.15 -4.85 3.77
C 1.62 -5.15 2.48
C 1.53 -4.18 1.50
N 1.13 -2.94 1.73
H 0.30 4.65 0.64
H -1.40 5.84 1.18
H -3.55 5.83 2.32
H -4.52 3.67 3.11
H -3.36 1.60 2.63
H -0.59 -1.17 3.96
H 0.31 -3.32 5.03
H 1.10 -5.60 4.55
H 1.99 -6.12 2.17
H 1.91 -4.38 0.46
C 4.49 -3.71 -2.06
C 3.76 -2.58 -1.43
O 2.68 -2.72 -0.83
N 4.35 -1.32 -1.64
C 3.55 -0.08 -1.69
C 3.50 0.62 -0.30
C 4.38 1.60 0.08
C 4.42 2.08 1.36
C 3.45 1.65 2.28
C 2.45 0.81 1.73
N 2.51 0.21 0.52
H 4.26 -3.73 -3.12
H 4.18 -4.62 -1.59
H 5.51 -3.66 -1.91
H 5.22 -1.32 -2.12
H 2.53 -0.24 -2.02
H 3.95 0.69 -2.37
H 5.19 1.88 -0.57
H 5.15 2.79 1.70
H 3.43 1.93 3.31
H 1.64 0.53 2.31
C 0.18 -1.44 -4.60
C -0.92 -1.91 -3.86
C -1.49 -1.13 -2.85
C -1.03 0.14 -2.61
C 0.07 0.60 -3.34
C 0.74 -0.23 -4.27
Si -1.74 1.37 -1.35
C -3.55 1.22 -0.99
C -4.40 2.06 -1.74
C -5.76 1.83 -1.76
C -6.25 0.78 -0.98
C -5.45 0.05 -0.13
C -4.03 0.23 -0.19
H 0.50 -1.97 -5.47
H -1.30 -2.91 -4.02
H -2.21 -1.59 -2.23
H 0.34 1.64 -3.22
H 1.64 0.12 -4.88
H -1.19 2.70 -1.73
H -3.98 2.92 -2.33
H -6.41 2.41 -2.35
H -7.27 0.65 -1.02
H -5.85 -0.76 0.45
H -3.42 -0.50 0.29
```



Entry 3:
This record from the OMol25 dataset describes ArH26O13 as an isolated structure. The level of theory is ωB97M-V/def2-TZVPD.

Charge: 0
Frontier orbital gap (hartree): 0.3804
Relative energy (zero: lowest compared OMol25 entry of this formula, charge and spin) (kcal per mole): 5.9
E_LUMO (Ha): -0.0016

Structure (XYZ):
```
40
ArH26O13, DFT ωB97M-V/def2-TZVPD
Ar 0.67 -0.28 0.29
O 0.91 -3.51 -2.28
H 1.84 -3.31 -2.18
H 0.54 -2.71 -2.65
O -2.12 0.15 -2.27
H -2.85 -0.06 -2.85
H -1.73 0.94 -2.65
O -1.82 1.65 1.53
H -1.53 0.93 2.09
H -2.50 2.09 2.03
O -3.57 -0.40 0.55
H -3.18 0.47 0.60
H -2.92 -0.98 0.94
O -0.09 -4.01 0.35
H 0.71 -4.38 0.71
H 0.12 -3.79 -0.55
O -0.44 -1.41 -3.82
H -1.04 -0.96 -3.23
H -0.98 -1.63 -4.58
O -1.07 -0.07 3.69
H -1.05 -0.91 3.23
H -0.40 -0.14 4.36
O 1.02 2.35 2.06
H 1.59 2.42 1.30
H 0.14 2.51 1.73
O 4.43 1.03 1.21
H 4.08 0.85 2.08
H 3.83 1.70 0.85
O -2.05 -2.31 1.79
H -2.71 -2.91 2.13
H -1.55 -2.84 1.16
O -0.63 3.12 -0.58
H -1.20 3.40 -1.30
H -1.15 2.48 -0.09
O 3.60 0.56 -1.86
H 3.97 -0.06 -1.24
H 3.14 1.20 -1.31
O 2.19 2.66 -0.22
H 2.53 3.47 -0.59
H 1.26 2.68 -0.42
```



Electronic energy values (in eV) by entry order: -47023.559 -62014.083 -41395.264.